(1)
Formula: C21H30IN2O4RuSSi
Source: OMol25
Level of theory: ωB97M-V/def2-TZVPD

Output
Energy above the lowest of the compared OMol25 structures with the same formula, charge and spin, kcal per mole: 0.00
E_HOMO (spin up / spin down), eV: -7.881 / -7.869
HOMO-LUMO gap (spin up / spin down), eV: 8.11 / 7.21
Molecular weight, g/mol: 662.61
⟨S²⟩: 0.755

```
! wB97M-V def2-TZVPD RIJCOSX def2/J DEFGRID3
* xyz 0 2
Ru 0.75387 1.99898 -0.76887
C 0.71636 1.29256 1.21269
Si 0.49220 -0.53421 1.02986
C 1.08355 -0.89750 -0.73891
N 0.59289 0.12551 -1.72973
C 1.52656 0.17002 -2.89953
C 1.67001 -1.18496 -3.59392
C 0.30345 -1.87815 -3.78010
C -0.81010 -0.85228 -3.60944
C -0.78542 -0.21002 -2.22235
C 1.57017 -1.54934 2.17616
C 1.01965 -2.34646 3.18036
C 1.83193 -3.05381 4.05717
C 3.21136 -2.97497 3.94000
C 3.77783 -2.18585 2.94724
C 2.96264 -1.47946 2.07660
C -1.29100 -1.09024 1.25317
C -1.78855 -2.22608 0.61140
C -3.08552 -2.66895 0.82576
C -3.91543 -1.98415 1.70276
C -3.43682 -0.86326 2.36577
C -2.13825 -0.42659 2.14124
H 1.65734 1.54074 1.71606
H -0.07767 1.75460 1.80435
H 0.85327 -1.90335 -1.09343
H 2.17657 -0.82211 -0.70733
H 2.49414 0.52522 -2.54779
H 1.13589 0.92388 -3.58076
H 2.35655 -1.82346 -3.03770
H 2.14442 -0.99885 -4.55920
H 0.17736 -2.67744 -3.04521
H 0.24220 -2.35063 -4.76051
H -1.79728 -1.29613 -3.75008
H -0.70825 -0.08132 -4.37649
H -1.23504 -0.87215 -1.48332
H -1.36744 0.71126 -2.23434
H -0.05764 -2.41773 3.27624
H 1.38651 -3.66636 4.83089
H 3.84582 -3.52534 4.62284
H 4.85431 -2.11835 2.85492
H 3.42283 -0.85461 1.31624
H -1.15222 -2.78421 -0.06914
H -3.44892 -3.55013 0.31221
H -4.92799 -2.32694 1.87289
H -4.07338 -0.33170 3.06214
H -1.77975 0.44614 2.67447
C -3.45505 3.54630 -0.59000
S -2.18420 2.85583 0.46604
C -1.22874 4.35127 0.72297
O -1.41006 1.96576 -0.48688
H -2.96469 3.99853 -1.45124
H -4.03662 4.27450 -0.02538
H -4.09145 2.71976 -0.89844
H -1.74408 4.91782 1.49989
H -1.12115 4.91151 -0.20183
H -0.24449 4.05110 1.08662
O 4.16511 3.35233 0.13836
N 3.03885 3.04205 -0.12247
O 2.01989 3.71693 0.15192
O 2.77351 1.92851 -0.73889
I 0.10017 3.68598 -2.82596
*
```

Mulliken atomic charge list, values in e, 4 entries:
1. Ru 0.004
2. C -1.127
3. Si 0.088
4. C -0.814

=====

(2)
Formula: C21H30N2O4
Source: OMol25
Level of theory: ωB97M-V/def2-TZVPD

Output
SMILES: COc1cc2c(cc1OC)[C@H](C(=O)NCCC(C)C)[C@H]1CCCCN1C2=O
Energy above the lowest of the compared OMol25 structures with the same formula, charge and spin, kcal per mole: 18.22
E_HOMO, eV: -8.339
HOMO-LUMO gap, eV: 9.00
Molecular weight, g/mol: 374.48

```
! wB97M-V def2-TZVPD RIJCOSX def2/J DEFGRID3
* xyz 0 1
C -4.71480 -0.06015 -2.60142
H -4.01444 0.58077 -3.14551
O -4.75289 0.25851 -1.23139
C -3.60229 0.12348 -0.49711
C -2.40422 -0.30214 -1.04668
C -1.24788 -0.42693 -0.28307
C -1.27799 -0.11455 1.07377
C -2.46964 0.31231 1.62879
C -3.63956 0.43305 0.88002
O -4.70655 0.85665 1.60344
C -5.99000 0.99132 1.03356
H -6.00539 1.74413 0.24337
H -6.62945 1.31336 1.85534
H -6.35731 0.04305 0.63666
H -2.52725 0.56433 2.67609
C -0.01148 -0.19619 1.85734
C 0.88032 -1.32826 1.32920
N 1.00366 -1.27263 -0.11509
C -0.02292 -0.93972 -0.94293
O 0.06178 -1.04285 -2.15752
C 2.03375 -2.15678 -0.62131
C 1.66691 -3.60236 -0.27729
C 1.43524 -3.75283 1.22629
C 0.41013 -2.73278 1.72482
H 0.30779 -2.80119 2.80857
H -0.56600 -2.92513 1.27326
H 1.09294 -4.76504 1.44942
H 2.37873 -3.59429 1.75463
H 2.46183 -4.27277 -0.60625
H 0.75416 -3.86529 -0.81658
H 2.09293 -2.01672 -1.70173
H 2.98933 -1.88132 -0.16547
H 1.88719 -1.17589 1.74318
H -0.21416 -0.37793 2.91630
C 0.83570 1.09236 1.79630
O 1.69404 1.30378 2.62828
N 0.57438 1.90998 0.76519
H -0.10973 1.63000 0.07825
C 1.40161 3.04903 0.43923
H 2.07297 3.20481 1.28455
H 0.76290 3.93195 0.32918
C 2.18867 2.82062 -0.85321
H 2.78754 3.71129 -1.05342
H 1.47971 2.70133 -1.67716
C 3.10056 1.58901 -0.81195
C 4.19421 1.72811 0.24407
H 3.77109 1.73784 1.24495
H 4.88473 0.88978 0.17999
H 4.75837 2.64614 0.09161
C 3.71287 1.36053 -2.19243
H 2.93397 1.20030 -2.93441
H 4.30756 2.22086 -2.49328
H 4.35746 0.48471 -2.18276
H 2.48733 0.71689 -0.56513
H -2.32313 -0.55517 -2.09163
H -4.44996 -1.10928 -2.76430
H -5.72529 0.11787 -2.96658
*
```

Mulliken atomic charge list, values in e, 4 entries:
1. C -0.925
2. H 0.343
3. O -0.514
4. C 1.220

=====

(3)
Formula: C21H30N2O4
Source: OMol25
Level of theory: ωB97M-V/def2-TZVPD

Output
SMILES: CCOC(=O)C1CCN(C(=O)c2cccc(NC(=O)C(CC)CC)c2)CC1
Energy above the lowest of the compared OMol25 structures with the same formula, charge and spin, kcal per mole: 4.31
E_HOMO, eV: -8.497
HOMO-LUMO gap, eV: 9.23
Molecular weight, g/mol: 374.48

```
! wB97M-V def2-TZVPD RIJCOSX def2/J DEFGRID3
* xyz 0 1
C -5.59803 -1.98221 1.56583
C -5.98667 -1.45020 0.19553
H -7.07365 -1.42728 0.07249
H -5.53897 -2.05526 -0.59865
O -5.54286 -0.09725 0.04527
C -4.54028 0.14724 -0.79044
O -4.02071 -0.67809 -1.49720
C -4.17817 1.63197 -0.80240
C -4.24050 2.23359 0.60376
H -5.25340 2.17270 0.99880
C -3.27761 1.47786 1.52944
N -2.17301 0.92127 0.77242
C -1.89130 -0.39723 0.87506
O -2.47311 -1.13128 1.65671
C -0.78087 -0.90939 0.01359
C 0.52719 -0.52030 0.27176
C 1.56684 -1.05424 -0.48051
C 1.28386 -1.98497 -1.47935
C -0.02023 -2.36779 -1.72628
C -1.05917 -1.83685 -0.98093
H -2.08100 -2.12059 -1.17466
H -0.22797 -3.08722 -2.50408
H 2.09245 -2.40705 -2.06101
N 2.90406 -0.70126 -0.27254
C 3.41071 0.33302 0.45491
O 2.73784 1.13225 1.06754
C 4.93753 0.38659 0.45456
C 5.51262 0.50661 -0.96182
C 4.88785 1.66424 -1.73289
H 3.81785 1.51538 -1.86158
H 5.03523 2.59818 -1.19600
H 5.34325 1.75649 -2.71643
H 6.58898 0.67090 -0.88903
H 5.36553 -0.42497 -1.51601
C 5.48031 -0.82972 1.22157
C 6.95691 -0.69626 1.57673
H 7.27111 -1.54051 2.18585
H 7.13177 0.21652 2.14112
H 7.57614 -0.67501 0.68368
H 5.33371 -1.73892 0.63258
H 4.90508 -0.93807 2.14430
H 5.19927 1.29155 1.01246
H 3.56674 -1.26110 -0.78988
H 0.74118 0.19006 1.05314
C -1.71767 1.77692 -0.29564
H -1.55346 2.77270 0.12774
C -2.78161 1.83195 -1.40640
H -2.60428 1.03331 -2.12867
H -2.72177 2.78824 -1.92591
H -0.77000 1.41441 -0.69098
H -2.88426 2.14858 2.30256
H -3.78090 0.64281 2.02115
H -3.96325 3.28747 0.53881
H -4.92925 2.11182 -1.43957
H -6.06796 -1.38955 2.34712
H -5.92396 -3.01405 1.65987
H -4.51810 -1.93797 1.69252
*
```

Mulliken atomic charge list, values in e, 4 entries:
1. C -0.960
2. C -0.278
3. H 0.290
4. H 0.325

=====

Question: What is the formula in the first record?
Answer: C21H30IN2O4RuSSi

=====

Question: Among the records above, which one has the lowest energy above the lowest of the compared OMol25 structures with the same formula, charge and spin?
Answer: C21H30IN2O4RuSSi

=====

Question: Which of these has the lowest energy above the lowest of the compared OMol25 structures with the same formula, charge and spin?
Answer: C21H30IN2O4RuSSi